Computed, not measured: a cluster of 2 separate species, C3H10N2O in total, with ωB97M-V/def2-TZVPD.

Each line ends with the Mulliken charge.
Cartesian coordinates (Å):
C 0.903298 0.377081 0.359507  -0.369
C 1.114302 0.344338 1.845142  -1.069
N -1.166679 -0.013672 0.415758  -0.548
H -1.496164 0.946934 0.463895  0.320
H -1.703626 -0.561088 1.098252  0.276
H 1.296454 -0.455831 -0.207208  0.373
H 1.074486 1.329849 -0.119823  0.375
H 2.180393 0.512615 2.048786  0.359
H 0.565255 1.132390 2.365129  0.297
H 0.845055 -0.617385 2.284786  0.287
C -1.273161 -0.499994 -0.982935  -0.425
O 0.560699 -0.654283 -2.362380  -0.419
N -0.369489 0.276142 -1.749870  -0.541
H 0.823425 -0.183897 -3.160340  0.358
H -2.318590 -0.365208 -1.308772  0.354
H -1.035659 -1.567992 -0.989928  0.373

Forces on atoms 1 to 2 (eV/Å):
-0.016 -0.025 -0.076
0.035 0.011 0.034

Multiplicity: 1
F_max, eV/Å: 0.599
Total energy, eV: -8295.289
Orbital gap (alpha / beta), eV: 6.7606 / 8.1231

Computed, not measured: a cluster of 3 separate species, C18H18N3O10 in total at a distorted geometry, with ωB97M-V/def2-TZVPD.

Each line ends with the Mulliken charge.
Cartesian coordinates (Å):
N 1.221951 2.573353 -2.412427  -0.325
C 0.916972 3.682556 -3.346036  -0.988
C 1.017794 5.042074 -2.615957  0.670
N 1.985461 5.874116 -2.943924  0.480
N 2.288164 7.052432 -2.439701  -1.023
C 1.443374 7.350020 -1.474723  -0.265
C 0.314207 6.617030 -0.998972  -0.604
C 0.054443 5.351713 -1.605398  0.943
C -1.124007 4.475944 -1.134796  -0.918
O -1.715876 3.696449 -2.126762  -0.146
O -2.369222 4.545451 -3.025013  -0.397
H 1.692193 3.014248 -1.620175  0.239
H 1.906599 1.979613 -2.880284  0.292
H -0.090406 3.620358 -3.801834  0.273
H 1.625703 3.716505 -4.209747  0.384
H 2.607395 5.578691 -3.701729  0.292
H 1.653466 8.311075 -0.973641  0.426
H -0.303518 7.042340 -0.198038  0.429
H -1.908235 5.180771 -0.762862  0.557
H -0.815215 3.889256 -0.247458  0.335
H -2.952437 3.931028 -3.505516  0.342
C 1.515941 -2.735079 -2.605575  -1.042
C 1.494092 -3.590063 -1.575742  0.339
C 1.013890 -3.170763 -0.220362  1.021
O 0.993970 -3.985700 0.680782  -0.592
C 0.590705 -1.785194 -0.039822  -0.855
C 0.615915 -0.932694 -1.068766  0.388
C 1.070774 -1.358815 -2.429252  1.032
O 1.059660 -0.545188 -3.339319  -0.632
O 0.236286 0.347818 -0.939870  -0.540
O 1.898027 -4.856812 -1.705240  -0.565
H 1.858627 -3.025320 -3.589002  0.432
H 0.261978 -1.490664 0.947181  0.441
H 0.346967 0.745717 -1.829840  0.215
H 1.783483 -5.263119 -0.824659  0.347
C -0.766016 -6.238430 4.753878  -0.820
C -0.797202 -5.623305 3.565832  0.372
C -1.619123 -4.384561 3.349543  0.975
O -1.610085 -3.841415 2.261287  -0.568
C -2.409420 -3.882231 4.470160  -1.058
C -2.377526 -4.502133 5.654280  0.392
C -1.538514 -5.719764 5.878293  0.964
O -1.529799 -6.236337 6.979129  -0.604
O -3.092826 -4.065932 6.698088  -0.567
O -0.093135 -6.090650 2.522272  -0.558
H -0.177853 -7.129163 4.925401  0.434
H -3.010785 -3.000607 4.297645  0.417
H -2.894115 -4.683005 7.428753  0.354
H -0.272720 -5.481617 1.779916  0.284

Forces on atoms 1 to 2 (eV/Å):
0.221 1.112 -0.443
0.498 0.940 -0.838

Multiplicity: 1
F_max, eV/Å: 2.699
Net charge: +1
Total energy, eV: -43891.476
Orbital gap, eV: 5.6913

Computed, not measured: a cluster of 2 separate species, C2F4O in total at a distorted geometry, with ωB97M-V/def2-TZVPD.

Each line ends with the Mulliken charge.
Cartesian coordinates (Å):
C -1.176585 -0.510683 1.222131  0.430
C 0.826290 0.440303 -0.910834  0.506
O -2.048441 0.137192 1.674128  -0.310
F -0.872849 -1.722689 1.584651  -0.135
F 0.490149 1.695771 -0.996616  -0.136
F 2.147788 0.223183 -0.568312  -0.191
F 0.633648 -0.263077 -2.005149  -0.163

Forces on atoms 1 to 2 (eV/Å):
-0.880 1.186 0.240
1.833 -1.484 0.647

Multiplicity: 1
F_max, eV/Å: 2.446
Total energy, eV: -14987.555
Orbital gap (alpha / beta), eV: 9.7110 / 8.7551

Computed, not measured: an isolated molecule of C3H6FN at a distorted geometry, with ωB97M-V/def2-TZVPD.

Each line ends with the Mulliken charge.
Cartesian coordinates (Å):
C 0.487706 0.307989 0.351223  -0.182
C -0.561289 -0.418915 -0.392069  -0.443
C -0.430954 -1.233523 -1.446865  -0.183
H -0.143946 0.729897 2.153464  0.160
H 0.297373 2.237092 1.496831  0.165
H 1.207704 -0.371912 0.828917  0.258
H 1.074145 0.841489 -0.393620  0.313
H -1.567619 -0.201073 -0.066213  0.278
H -1.238326 -1.687528 -1.945138  0.378
N 0.117376 1.242310 1.364813  -0.497
F 0.757829 -1.445825 -1.951342  -0.248

Forces on atoms 1 to 2 (eV/Å):
2.440 0.815 -0.594
-1.356 -0.594 -0.556

SMILES: NC/C=C\F
Multiplicity: 1
F_max, eV/Å: 3.222
Total energy, eV: -7414.369
Orbital gap, eV: 10.0647

Computed, not measured: a cluster of 2 separate species, C4H11N2 in total, with ωB97M-V/def2-TZVPD.

Each line ends with the Löwdin spin population.
Cartesian coordinates (Å):
C -0.017549 1.369376 -2.551014  0.006
C 0.369658 1.495674 -1.079892  0.019
C -0.947291 0.460792 0.766139  0.567
N -0.083411 0.363078 -0.300349  0.284
H 0.671931 0.695927 -3.065056  0.000
H -1.033826 0.992508 -2.630247  0.000
H 0.086122 2.329066 -3.057832  0.001
H 1.452462 1.601497 -0.964642  0.008
H -0.103562 2.366037 -0.627635  0.002
H -1.001300 -0.398553 1.400503  0.048
H -1.370965 1.420318 1.013105  0.053
H 0.373254 -0.530721 -0.414970  0.002
C 0.377224 -2.147476 2.566150  0.003
N 0.168898 -2.529471 1.380148  0.000
H 0.706345 -1.129419 2.765356  0.005
H 0.295725 -2.814368 3.425626  0.000
H 0.056278 -3.544270 1.374617  0.000

Forces on atoms 1 to 2 (eV/Å):
0.543 0.129 0.058
-0.314 -0.387 0.240

Multiplicity: 2
F_max, eV/Å: 0.632
⟨S²⟩: 0.754
Total energy, eV: -7303.820
Orbital gap (alpha / beta), eV: 6.6107 / 10.7635

Computed, not measured: a structure of composition C16H17N6O6SV at a distorted geometry, with ωB97M-V/def2-TZVPD.

Each line ends with the Löwdin spin population.
Cartesian coordinates (Å):
V 0.435844 1.148881 0.916381  2.740
O -0.903325 -0.621221 4.123017  0.007
C -0.793388 -0.600527 2.910891  0.009
O 0.258031 -0.222753 2.256396  0.034
C -1.902882 -1.168898 2.017036  0.002
C -1.296939 -1.972032 0.852226  0.002
C -2.361095 -2.887606 0.233575  0.001
C -3.209543 -1.870916 -0.568893  0.000
C -2.493508 -0.560393 -0.230149  0.003
O -1.115671 -0.973099 -0.175908  0.024
C -2.795698 -0.144518 1.224160  0.002
C -2.595037 1.377927 1.348786  0.008
O -3.598841 2.070239 1.181391  0.006
O -1.416452 1.838472 1.531680  0.035
H -2.518382 -1.790555 2.665925  0.000
H -0.345993 -2.444368 1.083014  0.000
H -2.933520 -3.409449 1.000192  0.000
H -1.900810 -3.628137 -0.421062  0.000
H -4.258108 -1.852827 -0.273556  0.000
H -3.154666 -2.067208 -1.640017  0.000
H -2.623843 0.235963 -0.960078  0.001
H -3.848626 -0.305417 1.445470  0.000
C 4.441361 -3.716938 -0.810906  0.000
C 3.051868 -3.446794 -0.234490  0.000
C 2.532371 -2.087543 -0.580501  0.001
N 2.370881 -1.153319 0.278547  0.008
N 1.891996 0.024888 -0.282245  0.018
C 1.768992 -0.062037 -1.576354  0.024
N 1.440394 0.998502 -2.359588  0.012
S 2.159962 -1.611362 -2.217303  0.004
H 4.777896 -4.720586 -0.550795  0.000
H 5.161046 -2.998391 -0.417493  0.000
H 4.446027 -3.627399 -1.898746  0.000
H 3.077667 -3.489101 0.854102  0.000
H 2.345982 -4.203141 -0.586310  0.000
H 1.050510 1.786271 -1.846660  0.003
H 1.000810 0.799507 -3.241965  0.001
N -1.173404 4.050602 -0.553816  0.003
C 0.173599 3.939615 -0.385571  0.008
O 0.616516 2.767375 -0.120561  0.038
C 1.026674 5.029263 -0.576349  0.002
C 0.471749 6.314815 -0.811605  0.000
N -0.031567 7.336121 -1.004008  0.001
C 2.435769 4.856826 -0.549561  0.001
N 3.582791 4.735666 -0.544911  0.001
H -1.685294 3.346685 -0.025832  0.001
H -1.562144 4.978919 -0.477554  0.000

Forces on atoms 1 to 2 (eV/Å):
-0.784 -0.364 0.475
-0.148 -0.004 0.006

Multiplicity: 4
F_max, eV/Å: 1.395
⟨S²⟩: 3.755
Net charge: -1
Total energy, eV: -74621.387
Orbital gap (alpha / beta), eV: 6.5869 / 7.5603

What did the third record say?
Computed, not measured: a cluster of 2 separate species, C2F4O in total at a distorted geometry, with ωB97M-V/def2-TZVPD.

Each line ends with the Mulliken charge.
Cartesian coordinates (Å):
C -1.176585 -0.510683 1.222131  0.430
C 0.826290 0.440303 -0.910834  0.506
O -2.048441 0.137192 1.674128  -0.310
F -0.872849 -1.722689 1.584651  -0.135
F 0.490149 1.695771 -0.996616  -0.136
F 2.147788 0.223183 -0.568312  -0.191
F 0.633648 -0.263077 -2.005149  -0.163

Forces on atoms 1 to 2 (eV/Å):
-0.880 1.186 0.240
1.833 -1.484 0.647

Multiplicity: 1
F_max, eV/Å: 2.446
Total energy, eV: -14987.555
Orbital gap (alpha / beta), eV: 9.7110 / 8.7551